(1)
Below is 2 unconnected molecules or ions with the total composition C5H14, with properties calculated with the ωB97M-V functional and the def2-TZVPD basis.

The SMILES is CCC.CC. The value obtained for the electronic energy is -198.866005 a.u. The energy above the lowest of the compared OMol25 structures with the same formula, charge and spin comes out at 60.8 kJ/mol. For the HOMO-LUMO gap, the calculation gives 12.5 eV. The calculation puts the HOMO energy at -11.373 eV.

Atoms and positions in Å:
C (-0.41947, -1.08642, -0.86003)
C (-0.99819, -0.93526, -2.29916)
C (0.31190, -2.39989, -0.64164)
C (0.49778, 2.59411, 1.24830)
C (0.55856, 1.69011, 2.46758)
H (0.54130, 2.03316, 0.31042)
H (-0.11307, -3.00395, 0.13826)
H (0.26211, -0.23809, -0.82958)
H (1.37685, -2.31876, -0.39487)
H (1.30874, 3.30721, 1.11714)
H (-2.08906, -0.88912, -2.41804)
H (-0.32568, 1.08480, 2.60353)
H (-0.44884, 3.13502, 1.19166)
H (-0.47049, -0.17346, -2.86497)
H (-0.91210, -1.90866, -2.80721)
H (0.35298, -3.01509, -1.54154)
H (0.74800, 2.30662, 3.35295)
H (-1.23815, -0.96967, -0.15155)
H (1.43983, 1.05323, 2.42864)

Forces on the atoms, in the same order (eV/Å):
C -0.456 0.543 -1.266
C -0.514 -1.755 -0.237
C 0.977 -0.431 -0.265
C -0.493 -0.217 -1.033
C 1.113 0.773 0.238
H -0.128 -0.298 0.102
H -0.366 -0.259 0.375
H 0.029 -0.033 0.845
H -0.165 0.455 0.196
H 0.119 0.106 0.595
H 0.140 0.997 0.585
H -0.206 -0.086 0.005
H 0.083 0.154 0.172
H -0.277 0.023 -0.169
H 0.733 0.276 -0.173
H -0.359 0.002 -0.094
H -0.437 -0.123 0.079
H 0.263 0.191 0.216
H -0.056 -0.319 -0.170

(2)
Below is a molecular structure, C29H44Br4GeN4O3STi, with properties calculated with the ωB97M-V functional and the def2-TZVPD basis.

Its expectation value of S² is 2.04. The spin multiplicity is 3. As for the total charge: -2. The value obtained for the electronic energy is -15196.909781 a.u. The energy above the lowest of the compared OMol25 structures with the same formula, charge and spin comes out at 171.4 kJ/mol. For the HOMO-LUMO gap (spin up / spin down), the calculation gives 4.0 / 5.4 eV. The calculation puts the HOMO energy (spin up / spin down) at 0.043 / -1.435 eV.

Atoms and positions in Å:
Br (3.83829, 0.95440, 6.21689)
Br (0.56099, 0.71989, 5.53482)
Br (4.73658, 1.97820, 0.62911)
Br (5.96073, 1.55547, 3.73213)
Ge (-0.31834, 4.75040, 0.87481)
Ti (-0.31181, 1.51804, 0.45032)
S (0.20017, 1.69862, -2.03940)
O (-1.54042, -4.77767, 1.87393)
O (0.08506, 1.23194, 2.54997)
O (1.69403, 1.74795, 0.66504)
N (-1.70114, -0.11407, 0.98361)
N (-1.64355, -0.30897, -2.02130)
N (0.43762, -3.58880, 1.95755)
N (0.48666, -0.88719, -1.33058)
C (2.59166, -0.80645, -2.67351)
C (-1.70735, -2.44724, 1.62646)
C (-0.98456, -3.66310, 1.84490)
C (1.82623, 1.13496, 4.18957)
C (4.09324, 1.46009, 3.41523)
C (1.13360, 5.11491, -0.40881)
C (0.52400, 4.72362, 2.65596)
C (1.10437, -4.87659, 1.83997)
C (-1.53756, 6.30870, 0.79996)
C (-1.27917, 3.13686, 0.48678)
C (0.91000, -1.63102, -4.41137)
C (-3.14966, -2.43281, 1.59029)
C (3.59780, 1.65466, 2.10875)
C (-2.86961, 1.06278, -3.68558)
C (-0.37144, 0.15575, -1.64341)
C (1.31912, 1.31557, 2.90540)
C (1.01114, -2.74554, 3.00982)
C (-3.07608, -0.08738, 1.02570)
C (-2.72224, 0.65446, -2.22288)
C (2.24526, 1.60292, 1.84520)
C (2.29833, -2.06192, 2.57341)
C (-3.06316, -0.10866, -4.64499)
C (1.93849, -0.78866, -1.29278)
C (-4.30900, -0.94040, -4.35432)
C (1.12592, -5.38437, 0.40541)
C (3.20649, 1.21005, 4.44521)
C (-3.79115, -1.24795, 1.31658)
C (2.13907, -1.96462, -3.56873)
C (-1.07953, -1.22495, 1.31338)
H (0.62213, -5.61971, 2.48689)
H (-2.32163, 3.30378, 0.19324)
H (1.92354, -2.83916, -2.94546)
H (-2.17986, -0.75045, -4.59822)
H (-3.11732, 0.27978, -5.66719)
H (-3.69061, -3.34764, 1.78690)
H (2.27787, -1.66422, -0.73129)
H (2.95948, -2.25253, -4.23389)
H (2.25820, 0.10129, -0.74629)
H (-4.23705, -1.43894, -3.38690)
H (3.04135, -2.78758, 2.23348)
H (-2.55553, 1.55019, -1.61452)
H (-5.20471, -0.31329, -4.33771)
H (-3.72392, 1.74603, -3.76071)
H (-3.54423, 0.86447, 0.82417)
H (0.61492, -2.47714, -5.03787)
H (0.68449, 5.72484, 3.06330)
H (-4.45470, -1.71418, -5.11123)
H (0.27903, -1.99702, 3.31133)
H (-1.98019, 1.62630, -3.97325)
H (1.62870, -6.35330, 0.34672)
H (-2.02588, 6.33664, -0.17616)
H (-1.00684, 7.25167, 0.95199)
H (0.08288, -1.64650, -0.80131)
H (1.20814, -3.35997, 3.90244)
H (1.78516, 4.23966, -0.44704)
H (-3.64038, 0.18435, -1.86592)
H (0.10696, -5.50078, 0.03868)
H (3.67122, -0.85780, -2.50304)
H (0.72702, 5.28450, -1.40819)
H (-0.11043, 4.15286, 3.33518)
H (0.06094, -1.36586, -3.78135)
H (1.11778, -0.78253, -5.06752)
H (-1.92959, -1.08805, -1.43947)
H (2.12988, -4.74186, 2.18977)
H (2.73051, -1.49418, 3.39821)
H (1.72530, 5.98601, -0.11442)
H (2.11615, -1.36491, 1.75326)
H (1.49069, 4.21876, 2.59748)
H (-2.30890, 6.21511, 1.56682)
H (0.00351, -1.17440, 1.29817)
H (2.39700, 0.14512, -3.17406)
H (1.65516, -4.67903, -0.23917)
H (-4.87524, -1.20224, 1.31565)

Forces on the atoms, in the same order (eV/Å):
Br 0.001 -0.003 -0.016
Br 0.000 0.001 -0.001
Br 0.005 0.001 -0.008
Br -0.014 0.002 0.004
Ge -0.026 -0.180 0.019
Ti -0.065 0.583 0.577
S 0.005 -0.064 -0.016
O -0.020 -0.032 -0.025
O 0.084 -0.112 -0.101
O 0.060 0.058 -0.101
N 0.101 0.153 0.059
N 0.038 0.098 0.102
N 0.026 0.065 -0.074
N -0.051 0.038 0.156
C -0.015 -0.025 -0.009
C 0.018 -0.113 -0.031
C -0.064 0.003 0.075
C 0.017 -0.020 0.043
C 0.025 0.022 -0.042
C 0.009 0.018 -0.018
C -0.008 -0.025 0.017
C 0.012 -0.018 -0.007
C -0.031 0.035 0.018
C 0.083 -0.214 0.086
C -0.002 -0.040 -0.003
C 0.022 -0.024 0.002
C 0.084 0.022 0.046
C 0.030 -0.026 -0.022
C 0.023 -0.328 -0.287
C -0.078 0.040 -0.196
C -0.010 0.003 0.047
C 0.030 0.017 -0.083
C 0.029 -0.038 0.035
C -0.224 -0.063 -0.048
C 0.002 0.014 -0.005
C -0.012 -0.004 -0.003
C -0.017 -0.005 0.005
C 0.030 0.004 -0.017
C -0.015 0.030 0.035
C -0.027 -0.020 0.036
C -0.014 0.038 -0.031
C -0.024 0.029 0.011
C -0.021 -0.014 -0.071
H 0.010 0.014 0.000
H 0.032 -0.026 -0.102
H 0.022 -0.024 0.004
H -0.014 0.014 0.000
H 0.005 -0.009 -0.006
H 0.012 -0.002 0.009
H -0.007 0.018 0.012
H -0.001 -0.008 -0.007
H -0.002 0.031 -0.010
H -0.003 -0.005 0.009
H -0.001 0.002 0.004
H -0.010 -0.019 -0.002
H -0.013 0.006 0.004
H -0.006 0.016 -0.001
H 0.008 0.006 -0.004
H 0.009 -0.009 -0.014
H -0.005 0.029 -0.031
H -0.006 -0.005 0.000
H 0.015 -0.015 -0.014
H -0.003 0.011 0.002
H 0.000 -0.013 -0.006
H -0.016 0.018 -0.006
H 0.022 0.004 0.006
H -0.021 -0.047 -0.076
H -0.019 0.007 0.011
H 0.011 0.004 -0.004
H 0.004 0.025 0.015
H -0.006 -0.003 -0.012
H 0.015 0.008 -0.008
H -0.002 -0.008 -0.008
H 0.023 0.006 0.039
H 0.014 0.014 -0.022
H -0.013 0.024 -0.007
H -0.032 -0.002 -0.011
H -0.008 -0.019 -0.002
H 0.021 0.034 0.027
H 0.002 0.010 0.005
H -0.004 0.012 -0.005
H 0.001 -0.017 0.017
H -0.014 0.007 0.000
H -0.008 -0.003 0.032
H 0.003 0.003 0.006
H -0.005 0.005 -0.008
H 0.000 0.000 0.004

(3)
Below is a single C4H8ClOP molecule, with properties calculated with the ωB97M-V functional and the def2-TZVPD basis.

Its expectation value of S² is 2.01. The spin multiplicity is 3. The value obtained for the electronic energy is -1033.807141 a.u. The energy above the lowest of the compared OMol25 structures with the same formula, charge and spin comes out at 228.3 kJ/mol. For the HOMO-LUMO gap (spin up / spin down), the calculation gives 5.3 / 7.1 eV. The calculation puts the HOMO energy (spin up / spin down) at -4.430 / -9.780 eV.

Atoms and positions in Å:
Cl (-2.62575, -0.86168, 0.09276)
P (-0.73043, 1.38594, 0.59070)
O (0.14793, 2.25295, -0.51392)
C (0.54509, -1.17696, 0.53975)
C (0.90584, 0.22299, 1.15080)
C (-0.00894, -0.95118, -0.79047)
C (-1.22330, 0.02197, -0.55827)
H (-0.33125, -1.78271, -1.46196)
H (1.10862, 0.41269, 2.23772)
H (-1.60727, 0.56249, -1.56346)
H (0.58511, -0.42285, -1.55550)
H (1.69471, 0.57588, 0.58529)
H (0.15850, 3.17163, -0.39732)
H (1.50152, -1.58850, 0.43469)
H (-0.12038, -1.82267, 1.20918)

Forces on the atoms, in the same order (eV/Å):
Cl -0.379 -0.174 0.143
P -0.444 -1.489 -0.223
O 0.513 -2.082 -0.443
C -0.406 0.442 2.813
C -0.757 -0.628 1.535
C -2.591 1.645 -2.800
C -1.116 1.339 -2.847
H -0.124 -0.025 1.303
H -0.495 -0.735 -1.060
H 0.935 -1.575 2.117
H 0.688 0.218 0.940
H 1.772 1.052 -1.106
H 0.067 2.357 0.424
H 1.424 -1.315 0.191
H 0.913 0.970 -0.987